131
Properties=species:S:1:pos:R:3 method="wB97M-V/def2-TZVPD" gap_ev=6.85 spin_multiplicity=1 total_charge=0
O -4.41254 1.81650 -3.19739
C -3.78342 1.11923 -2.48690
O -3.77980 1.08147 -1.05688
C -3.87427 -0.29565 -0.80017
O -4.64985 -0.88307 -0.11025
C -2.71336 -0.85541 -1.73598
C -1.80691 -2.09636 -1.52993
O -1.00247 -1.83698 -0.33199
C 0.09822 -2.65704 -0.28219
F 1.11520 -2.17334 -1.06693
F -0.14297 -3.95926 -0.65624
F 0.51460 -2.70681 1.03389
C -2.69829 0.02588 -2.79422
C -1.83228 0.06850 -4.10520
C -0.30541 0.13232 -3.61456
C 0.68432 0.71744 -4.71187
S 2.23283 1.44791 -4.01414
C 2.35863 1.07281 -2.23545
S 3.37446 -0.09784 -1.64744
N 1.54838 1.86028 -1.29080
C 0.52672 1.45969 -0.42260
C 0.00795 2.64661 0.27165
N 0.83687 3.73134 -0.25809
C 1.72697 3.25443 -1.16979
H -1.19661 -2.38698 -2.42060
H -2.48107 -2.96251 -1.25215
H -2.04105 -0.77322 -4.81381
H -2.06144 1.07510 -4.59573
H 0.02242 -0.87110 -3.22322
H -0.30655 0.89216 -2.77508
H 0.99227 -0.06449 -5.45950
H 0.13332 1.56000 -5.21847
H 0.25042 0.38437 -0.36665
H -0.82994 2.64025 0.99706
H 2.45838 3.90004 -1.70762
Br 5.92652 0.42211 1.41869
C 4.87927 0.78366 3.01296
C 3.56661 0.05543 2.94842
Br 2.37109 0.92652 1.69615
H 4.77650 1.86513 3.08261
H 5.47589 0.42713 3.85312
H 3.06128 0.08088 3.91445
H 3.66216 -0.97941 2.62363
Br -3.09522 1.53713 -9.24843
C -4.07937 2.47704 -7.85476
C -3.22468 3.52365 -7.18905
Br -1.94573 2.71668 -5.95848
H -4.44848 1.72220 -7.16345
H -4.92376 2.94024 -8.36469
H -3.83549 4.18300 -6.57257
H -2.65151 4.12278 -7.89371
Br 5.11475 -4.74306 1.30656
C 3.90207 -4.30363 -0.15330
C 3.59643 -5.51363 -0.99680
Br 5.09014 -5.96079 -2.16825
H 4.36413 -3.49311 -0.71457
H 2.99680 -3.93436 0.33014
H 2.76027 -5.31293 -1.66681
H 3.37795 -6.40319 -0.40907
Br 1.40773 7.17743 3.67328
C 1.63988 5.37053 4.37219
C 2.35446 4.48457 3.38045
Br 1.17246 3.92834 1.91708
H 0.64567 5.00198 4.64009
H 2.23316 5.49239 5.28031
H 2.67201 3.55483 3.85901
H 3.21775 4.96374 2.92080
Br -0.22484 7.42048 8.14154
C -0.00481 5.62444 8.85897
C 0.71437 4.73587 7.87897
Br -0.45959 4.18826 6.42571
H -0.99678 5.26270 9.12124
H 0.58322 5.74793 9.76840
H 1.02798 3.80808 8.35730
H 1.58001 5.21389 7.42418
Br 8.99418 -1.35926 -3.89890
C 8.95825 -2.71136 -2.49731
C 7.61176 -3.38176 -2.41797
Br 6.29661 -2.23228 -1.55824
H 9.24728 -2.21672 -1.57227
H 9.72857 -3.43075 -2.77492
H 7.66241 -4.27294 -1.79231
H 7.20740 -3.65192 -3.39159
Br -3.53859 -7.19353 2.95843
C -2.10306 -5.91440 3.27038
C -1.00985 -6.05330 2.24268
Br 0.09847 -7.61627 2.59267
H -1.75512 -6.07111 4.28961
H -2.57461 -4.93411 3.19868
H -0.32771 -5.20390 2.29081
H -1.38573 -6.15196 1.22601
Br 1.38366 -10.81965 3.89658
C 1.68787 -10.66612 5.81494
C 0.48464 -10.09276 6.51869
Br 0.34382 -8.17102 6.23294
H 2.58697 -10.06766 5.94648
H 1.88167 -11.68370 6.15417
H 0.57730 -10.21354 7.59790
H -0.45475 -10.53219 6.18918
Br -6.42036 0.49560 0.01260
C -7.48122 0.83073 1.61796
C -8.77005 0.05014 1.60119
Br -10.07145 0.85117 0.39311
H -7.63414 1.90682 1.68051
H -6.84916 0.50931 2.44604
H -9.24456 0.06952 2.58260
H -8.64075 -0.98385 1.28717
Br 1.56718 12.25370 4.04173
C 1.43873 10.95822 5.49111
C 0.09598 10.27636 5.50218
Br -1.28998 11.44429 6.21891
H 1.65542 11.49281 6.41374
H 2.23256 10.23615 5.29907
H 0.11067 9.41251 6.16556
H -0.23457 9.96231 4.51443
Br -13.56142 1.13452 -2.04680
C -12.85052 -0.55355 -2.70762
C -11.97983 -0.34708 -3.91972
Br -13.04705 0.00203 -5.51190
H -13.70238 -1.20346 -2.89689
H -12.26633 -0.95910 -1.88115
H -11.41803 -1.25287 -4.14705
H -11.28795 0.48594 -3.81310
Br 6.28041 0.31791 -8.07777
C 8.11634 -0.23789 -7.73984
C 8.37699 -1.62535 -8.26711
Br 7.59104 -2.98254 -7.11315
H 8.28190 -0.14889 -6.66812
H 8.73542 0.49261 -8.26062
H 9.44566 -1.83972 -8.27129
H 7.97600 -1.78736 -9.26555


75
Properties=species:S:1:pos:R:3 method="wB97M-V/def2-TZVPD" gap_ev=5.49 spin_multiplicity=1 total_charge=+1 e_above_lowest_kcal_mol=0.00
Ga 0.78475 -0.01547 1.96611
C -1.98323 -1.09904 3.62415
C -1.60019 -2.20627 2.80575
C 0.32503 -1.26774 3.69440
C -0.84995 -0.56434 4.23529
C -0.21481 -2.38048 2.90487
C -3.37748 -0.65695 3.85021
H -3.96154 -0.69586 2.92590
H -3.40410 0.37103 4.21957
H -3.88568 -1.28961 4.59083
C -0.83518 0.46844 5.28291
H -1.70184 1.13382 5.18619
H 0.06344 1.08762 5.22519
H -0.88568 0.03022 6.29182
C 1.65262 -1.35915 4.36356
H 1.57284 -2.00027 5.25270
H 2.01906 -0.37901 4.68316
H 2.40113 -1.79699 3.68954
C 0.58505 -3.51014 2.39215
H 0.41493 -4.39801 3.02137
H 1.65908 -3.29468 2.42569
H 0.31373 -3.77262 1.36106
C -2.51652 -3.07445 2.03336
H -2.69778 -4.04188 2.53091
H -2.10229 -3.29514 1.03851
H -3.49547 -2.59691 1.89572
C -0.88805 1.71599 0.65319
C -2.07703 1.06376 0.64161
C -2.52150 0.00076 -0.29282
C -1.43721 -0.56694 -1.26856
C -0.26874 -1.15358 -0.61282
C 0.89130 -0.47247 -0.27171
C 1.19117 0.95749 -0.75686
C 0.07071 1.97653 -0.48927
H -3.36576 0.39073 -0.89443
H -1.13626 0.23729 -1.96810
H -2.93337 -0.84488 0.29247
H -0.51189 2.17972 -1.40070
H -0.70070 2.36613 1.52350
H -2.80663 1.33966 1.41133
H 0.57643 2.92629 -0.23720
H 2.09646 1.30527 -0.22569
H 1.79945 -1.09975 -0.20985
H 1.44776 0.94403 -1.83369
H -1.93492 -1.35497 -1.86928
H -0.32334 -2.21715 -0.38051
P -0.51862 1.12512 -4.01464
C -0.66659 2.94036 -4.27859
C -1.77232 0.68523 -5.30029
P 1.74702 -0.68868 -4.73627
C 0.95763 0.95014 -5.12686
C 1.15923 -1.56995 -6.26338
C 3.34351 -0.25758 -5.56521
H 0.19214 3.44732 -3.82259
H -1.60593 3.28458 -3.82778
H -0.67925 3.12552 -5.35983
H -1.61433 1.33486 -6.17374
H -2.76133 0.89405 -4.86900
H -1.70497 -0.36814 -5.60378
H 3.16535 0.04567 -6.60708
H 3.97198 -1.15795 -5.55118
H 3.84038 0.55770 -5.02693
H 1.67647 1.76395 -4.92204
H 0.64058 1.00960 -6.18916
H 1.73161 -2.50872 -6.30745
H 1.39081 -0.97282 -7.15959
H 0.08490 -1.78900 -6.22835
F 3.21303 3.74533 4.96559
C 3.24073 2.49553 4.45985
F 4.52373 2.14281 4.21394
F 2.74889 1.63801 5.39662
S 2.20760 2.35858 2.88315
O 0.80846 2.26497 3.32498
O 2.60066 3.43341 2.01523
O 2.63079 0.98006 2.37286


56
Properties=species:S:1:pos:R:3 method="wB97M-V/def2-TZVPD" gap_ev=6.78 spin_multiplicity=1 total_charge=-2 e_above_lowest_kcal_mol=2.99
Tl 0.23705 -1.55830 -1.46750
S -0.20248 -1.25167 4.26390
S -0.04228 -3.28895 4.07959
S 1.72129 -3.67040 3.11510
S 1.35728 -3.25645 1.11329
O -6.01776 0.10319 1.53510
C -5.47606 -0.85505 0.71812
O -6.19222 -1.50095 0.01306
C -4.00700 -0.97156 0.83670
C -3.29596 -1.07079 2.02153
N -2.01026 -1.22287 1.69665
N -1.82483 -1.22160 0.37355
C -3.02521 -1.07419 -0.17256
C -3.14913 -0.88790 -1.66999
O -4.08431 -0.15206 -2.05467
O -2.25398 -1.41550 -2.37014
H -5.29131 0.60230 1.92749
H -3.60718 -1.08462 3.05395
H -1.23190 -1.28352 2.38509
Se 1.45587 -5.09747 -0.04231
Se 3.62034 -6.61964 -2.30182
Se 3.74358 -4.86768 -0.84447
Se 3.74508 -2.84719 -1.89504
C -1.21363 0.76939 -4.60835
N -2.06006 1.37099 -3.59742
C -1.47231 1.80126 -2.44405
N -2.35780 2.14068 -1.44277
O -0.25528 1.93749 -2.30863
H -1.75776 0.73809 -5.55217
H -0.92457 -0.24967 -4.33894
H -0.31802 1.37343 -4.73307
H -2.94848 0.89712 -3.44253
H -3.23925 1.63670 -1.45314
H -1.91944 2.20817 -0.53861
C 0.79927 1.16089 0.88395
N 1.75824 0.19427 0.33436
C 2.56845 0.86898 -0.69098
N 3.28416 2.03006 -0.14606
C 2.28354 2.94751 0.40841
N 1.47312 2.33054 1.46283
C 2.37243 1.84746 2.51712
N 3.37016 0.90198 2.01061
C 2.65071 -0.23695 1.42254
C 4.13219 1.56047 0.95198
H 0.21365 0.66906 1.66288
H 0.14780 1.49300 0.07384
H 1.91280 1.20488 -1.49591
H 3.29294 0.14988 -1.08165
H 1.62291 3.27109 -0.39859
H 2.79819 3.81855 0.82529
H 1.77980 1.34968 3.28746
H 2.88943 2.70527 2.95788
H 2.05636 -0.71097 2.20570
H 3.36567 -0.95838 1.02195
H 4.86383 0.85425 0.55279
H 4.66233 2.41768 1.37867


80
Properties=species:S:1:pos:R:3 method="wB97M-V/def2-TZVPD" gap_ev="4.74 / 7.20" s_squared=15.759 spin_multiplicity=8 total_charge=-1 e_above_lowest_kcal_mol=0.00
C -3.93504 0.13398 2.62152
C -4.59987 0.76679 1.43720
H -4.06462 0.75569 3.51320
H -2.85878 0.00067 2.45298
H -4.38377 -0.85057 2.82535
C -5.63733 1.61434 1.54892
C -6.23109 2.07446 2.83708
H -6.14444 1.98970 0.65490
H -5.47671 2.37354 3.58029
H -6.88000 1.31673 3.30241
H -6.85188 2.95900 2.64511
Eu 2.34590 -1.57905 1.02772
Cl 0.03462 -1.17638 2.48506
C 1.61296 -1.83596 -2.17031
O 2.22163 -1.07845 -1.37503
N 1.36566 -1.52562 -3.44892
C 1.74374 -0.20575 -3.94199
C 0.48325 -2.35858 -4.26106
H 1.22845 -2.81731 -1.84291
H 2.74641 0.02372 -3.57129
H 1.04201 0.57312 -3.60441
H 1.73903 -0.24177 -5.03388
H 0.58300 -3.39262 -3.90691
H 0.79538 -2.30152 -5.30926
H -0.57559 -2.05510 -4.18438
H 7.75464 -1.94365 -1.39753
H 8.00077 -4.29074 -0.24194
C 7.47613 -1.54159 -0.41613
C 7.74552 -3.74822 0.68104
N 6.89477 -2.60400 0.38740
H 6.75015 -0.73414 -0.52115
C 5.62406 -2.53556 0.79908
O 4.85395 -1.59044 0.52777
H 7.21107 -4.41430 1.36853
H 5.30790 -3.39851 1.41833
H 8.39015 -1.19166 0.07740
H 8.68259 -3.40954 1.14330
H 2.43746 0.28206 5.42696
H 0.53397 1.22866 3.24257
C 2.95308 1.17491 5.03887
C 1.29575 2.01442 3.37531
N 2.59542 1.41850 3.64921
H 4.03806 1.02753 5.10205
C 3.26787 0.82566 2.66301
O 2.87738 0.76915 1.47313
H 1.34744 2.62869 2.46759
H 4.18697 0.31590 2.99234
H 2.66256 2.05642 5.62077
H 1.03564 2.62728 4.24091
O -2.62764 0.84844 0.13022
C -3.98821 0.42447 0.07946
C -4.69418 2.39755 -1.34072
C -4.74871 1.02054 -1.10154
H -4.03638 3.01655 -0.72754
C -5.48090 2.96882 -2.34704
H -3.99344 -0.67734 -0.00390
C -5.53677 0.19502 -1.92004
H -5.40374 4.03662 -2.54466
C -6.35836 2.16185 -3.07649
C -6.37140 0.77588 -2.88050
H -5.48906 -0.88564 -1.76527
H -7.02433 2.60829 -3.81323
H -7.03298 0.13796 -3.47136
Si -1.40686 1.21168 -0.94138
Cl 3.42457 -2.05652 3.52962
C -1.18104 3.05654 -1.08303
C -1.75081 0.35243 -2.56020
C 0.09084 0.55454 -0.09423
H -1.98821 3.55764 -1.63712
H -0.24188 3.25950 -1.62297
H -1.10815 3.52588 -0.08724
H 0.09987 0.91918 0.93952
H 1.03720 0.83191 -0.57128
H -0.00317 -0.54111 -0.04815
H -2.77783 0.54022 -2.91306
H -1.64524 -0.73455 -2.40687
H -1.05860 0.67054 -3.35458
O 1.67357 -4.02650 0.93717
N 2.33134 -4.53053 -0.02151
O 3.06430 -3.74978 -0.68232


27
Properties=species:S:1:pos:R:3 method="wB97M-V/def2-TZVPD" gap_ev=8.90 spin_multiplicity=1 total_charge=0 e_above_lowest_kcal_mol=234.79
O -1.33522 -0.78119 -1.93805
H -0.50405 -1.08138 -2.30586
H -1.35793 -1.15708 -1.05804
O -2.90866 -0.15203 -0.29886
H -3.38103 0.65297 -0.51119
H -2.02343 0.13957 -0.08078
O 1.78032 -0.23176 -2.26092
H 2.65591 0.06566 -2.01369
H 1.53412 -0.85071 -1.57351
O 0.48294 -0.18603 0.56110
H -0.02577 0.40118 0.00196
H 0.67742 -0.93949 0.00369
O 2.53110 0.20159 0.88603
H 2.85337 -0.54081 0.37493
H 1.59852 0.25075 0.67604
O 0.07193 0.32382 2.68248
H 0.44201 0.19156 1.80969
H 0.02887 1.27473 2.78332
O -1.98811 0.90537 1.70622
H -1.11562 0.52140 1.61940
H -1.87578 1.61617 2.33739
O 1.45240 -1.66496 -0.50592
H 1.11100 -2.54851 -0.64379
H 2.37921 -1.72703 -0.73702
O -1.01369 1.38471 -0.55293
H -0.57453 1.90837 0.11725
H -1.49531 2.02313 -1.07893


9
Properties=species:S:1:pos:R:3 method="wB97M-V/def2-TZVPD" gap_ev=9.23 spin_multiplicity=1 total_charge=0 e_above_lowest_kcal_mol=83.08
C -0.44606 -0.52298 -0.22457
H 2.37556 -1.21752 -0.07592
H 1.15623 0.76885 0.12799
H -0.40406 -1.58001 -0.05508
H -2.39764 2.06650 0.45062
N 0.86859 -0.18578 -0.08302
N -1.52185 0.08013 -0.39077
O 1.57474 -1.14140 0.58533
S -1.20551 1.73220 -0.33457


106
Properties=species:S:1:pos:R:3 method="wB97M-V/def2-TZVPD" gap_ev=6.65 spin_multiplicity=1 total_charge=+1
C 2.42295 5.24992 -3.20158
C 1.16785 4.57603 -3.76097
P 1.44682 3.22861 -5.00568
C 3.22814 2.94669 -5.33621
C 3.69488 1.49152 -5.27372
C 0.67955 1.74353 -4.23285
C 1.04552 1.04478 -3.09855
C 0.26446 -0.01874 -2.66053
C 0.55726 -0.78865 -1.39003
O -0.25562 -1.52548 -0.92479
O 1.78430 -0.61974 -0.83711
C -0.87241 -0.39263 -3.37083
C -1.21762 0.31173 -4.51249
P -2.71678 -0.07918 -5.57009
N -3.61639 1.36293 -5.52372
O -3.54865 -1.09020 -4.63916
N -0.43297 1.33855 -4.88163
H 2.83585 5.99468 -3.87594
H 3.19355 4.52282 -2.95665
H 2.17131 5.74766 -2.26709
H 0.64075 4.11998 -2.92014
H 0.49451 5.30082 -4.20756
H 3.37559 3.29890 -6.35491
H 3.88104 3.55557 -4.71488
H 3.05770 0.80218 -5.82450
H 3.83664 1.14599 -4.25137
H 4.67991 1.44394 -5.73471
H 1.92044 1.36038 -2.55154
H 1.79053 0.20639 -0.32938
H -1.47520 -1.20972 -3.00559
H -3.10104 2.13470 -5.93518
H -3.85194 1.62286 -4.56516
H -3.81617 -0.73201 -3.77854
H -0.68810 1.87549 -5.70901
Br 6.59641 -1.97961 -3.67710
C 5.85590 -2.25408 -1.90367
C 5.19752 -1.00293 -1.38709
Br 6.50667 0.30677 -0.79128
H 6.66455 -2.58901 -1.26254
H 5.12596 -3.05268 -2.01538
H 4.59327 -1.23075 -0.51100
H 4.57912 -0.50914 -2.12996
Br -4.61008 2.17008 -2.20462
C -5.58485 1.19498 -0.82109
C -5.58903 -0.28553 -1.08160
Br -6.80814 -0.76798 -2.51308
H -6.58070 1.62607 -0.79197
H -5.06319 1.41155 0.10658
H -5.93601 -0.81974 -0.20020
H -4.60887 -0.65720 -1.36398
Br 2.70867 -3.69310 1.56923
C 0.80562 -3.32830 1.77555
C 0.30234 -3.72929 3.13659
Br 0.09635 -5.65456 3.29022
H 0.29977 -3.84796 0.96931
H 0.70116 -2.25553 1.63280
H -0.68929 -3.31545 3.30957
H 0.96900 -3.41956 3.93484
Br -3.19818 1.41075 2.57306
C -1.51961 2.37913 2.45861
C -1.27420 2.91344 1.07456
Br -0.73668 1.47134 -0.13262
H -0.74719 1.69207 2.78889
H -1.60562 3.19867 3.16831
H -0.45125 3.62411 1.07940
H -2.14955 3.37793 0.63177
Br -2.52315 -1.36169 5.41000
C -4.39776 -1.47287 5.92361
C -4.97464 -0.11596 6.21735
Br -4.39401 0.57644 7.93806
H -4.44823 -2.14135 6.77535
H -4.90580 -1.92522 5.07470
H -6.05891 -0.17835 6.28208
H -4.69655 0.62827 5.47744
Br 8.28075 -1.08926 -7.03172
C 8.16672 -2.99745 -7.38846
C 7.17520 -3.30100 -8.47870
Br 5.34106 -3.15744 -7.84328
H 7.91368 -3.47706 -6.44828
H 9.16774 -3.29580 -7.69076
H 7.28541 -4.32886 -8.81599
H 7.26741 -2.62877 -9.32493
Br -3.89328 -2.88315 9.41103
C -4.85543 -1.99195 10.84262
C -6.19227 -2.63434 11.09508
Br -7.48490 -2.16104 9.71999
H -4.94151 -0.94804 10.55688
H -4.21700 -2.07888 11.71867
H -6.61576 -2.27326 12.02930
H -6.13772 -3.71747 11.11525
Br 7.17036 -4.48660 2.62746
C 6.40830 -4.77501 4.39337
C 5.73378 -3.53738 4.92053
Br 7.01757 -2.21395 5.53610
H 7.21717 -5.11847 5.02932
H 5.68123 -5.57405 4.26699
H 5.12779 -3.78054 5.79037
H 5.11712 -3.05186 4.17100
Br -3.78567 5.55610 2.56255
C -5.05093 4.56745 1.46315
C -6.43367 5.15813 1.52630
Br -7.31883 4.71217 3.19588
H -5.02082 3.53912 1.80598
H -4.65965 4.62695 0.44860
H -7.05995 4.73761 0.74197
H -6.43136 6.24001 1.44516


Number 1: E_tot -1761332.515 eV. Number 2: E_tot -121628.720 eV. Number 3: E_tot -345406.733 eV. Number 4: E_tot -95051.525 eV. Number 5: E_tot -18711.954 eV. Number 6: E_tot -16961.586 eV. Number 7: E_tot -1318356.584 eV.